# 1
ORCA calculation (wB97M-V/def2-TZVPD) on a structure of composition C40H42BaF9N10O9S3Si at a distorted geometry.

The geometry in XYZ format:
```
115
C40H42BaF9N10O9S3Si, DFT wB97M-V/def2-TZVPD
Ba 1.30 0.82 -0.44
N -2.46 0.57 -1.21
C -2.80 -0.80 -0.88
C -4.11 -1.34 -1.54
C -4.06 -2.40 -2.67
C -4.31 -1.86 -4.07
N -3.13 -1.31 -4.78
C -2.16 -2.02 -5.39
N -2.26 -3.34 -5.71
N -1.08 -1.34 -5.78
C -1.49 -1.61 -0.92
O -1.60 -2.81 -1.23
O -0.42 -1.00 -0.60
H -3.29 1.22 -1.22
H -1.92 0.74 -2.05
H -3.04 -0.80 0.19
H -4.65 -0.46 -1.91
H -4.67 -1.83 -0.70
H -4.84 -3.15 -2.42
H -3.10 -2.95 -2.68
H -5.09 -1.06 -4.08
H -4.71 -2.64 -4.71
H -2.84 -0.37 -4.45
H -3.09 -3.86 -5.36
H -1.45 -3.81 -6.10
H -0.89 -0.46 -5.31
H -0.33 -1.80 -6.29
C 2.85 -0.69 4.69
C 2.76 -0.21 3.38
N 1.98 -0.77 2.46
C 1.21 -1.83 2.79
C 1.37 -2.52 4.05
C 2.11 -1.81 5.04
C 0.95 -3.87 4.30
C 0.55 -4.82 3.40
C -0.40 -4.75 2.29
C -0.23 -5.54 1.13
C -1.29 -5.63 0.22
N -2.44 -5.06 0.55
C -2.46 -4.26 1.58
N -1.44 -3.93 2.37
H 3.58 -0.20 5.32
H 3.34 0.64 3.08
H 0.52 -2.17 2.03
H 2.11 -2.17 6.05
H 1.24 -4.23 5.27
H 0.90 -5.84 3.53
H 0.73 -6.04 0.95
H -1.20 -6.19 -0.69
H -3.41 -3.81 1.76
N 5.00 0.65 -1.62
C 4.37 1.67 -1.05
N 3.70 2.47 -1.88
S 4.36 1.92 0.62
H 4.91 0.53 -2.61
H 5.62 0.07 -1.09
H 3.71 2.30 -2.87
H 3.46 3.40 -1.52
F 2.24 2.42 -4.70
C 1.03 1.89 -5.05
F 1.29 0.86 -5.98
F 0.29 2.83 -5.65
C 0.18 1.36 -3.88
O -1.02 0.94 -4.11
O 0.77 1.46 -2.74
F 2.37 -4.50 -3.48
C 3.00 -3.50 -4.10
F 2.11 -2.92 -4.91
F 3.96 -4.09 -4.83
S 4.11 -2.03 -3.29
O 3.00 -1.15 -3.43
O 5.44 -1.80 -3.79
N 4.31 -2.47 -1.82
S 5.55 -2.94 -0.95
O 6.21 -4.09 -1.50
O 6.16 -1.79 -0.33
C 4.28 -3.65 0.33
F 3.17 -4.08 -0.27
F 3.89 -2.76 1.20
F 4.84 -4.69 0.95
O 0.34 2.71 1.03
Si -0.57 3.55 2.04
C -2.14 4.11 1.06
C -1.97 4.02 -0.33
C -3.06 4.17 -1.20
C -4.31 4.47 -0.71
C -4.49 4.57 0.66
C -3.43 4.37 1.56
C 0.18 5.05 2.97
C -0.15 6.41 2.78
C 0.75 7.41 3.13
C 1.95 7.07 3.84
C 2.19 5.77 4.13
C 1.28 4.76 3.77
C -1.23 2.51 3.47
C -1.06 2.66 4.84
C -1.37 1.59 5.67
C -1.99 0.45 5.17
C -2.19 0.31 3.78
C -1.80 1.34 2.94
H -0.98 3.88 -0.75
H -2.88 4.06 -2.28
H -5.20 4.63 -1.33
H -5.46 4.84 1.08
H -3.54 4.49 2.62
H -1.14 6.65 2.35
H 0.56 8.45 2.93
H 2.65 7.89 4.09
H 3.09 5.49 4.67
H 1.50 3.75 4.09
H -0.68 3.57 5.30
H -1.22 1.76 6.71
H -2.32 -0.31 5.89
H -2.57 -0.61 3.34
H -1.88 1.23 1.85
```

Values from the calculation:
**Total charge**: -1
**Electronic energy**: -141030.8405 eV
**LUMO level**: 1.535 eV
**Energy above the lowest of the compared OMol25 structures with the same formula, charge and spin**: 6.61 kcal/mol

***

# 2
ORCA calculation (wB97M-V/def2-TZVPD) on a cluster of 2 separate species, C4H6Br2N in total at a distorted geometry.

The geometry in XYZ format:
```
13
C4H6Br2N, DFT wB97M-V/def2-TZVPD
C -2.42 0.20 -1.36
C -1.80 0.00 -0.34
C -1.07 -0.31 0.92
C 1.05 -0.76 -0.16
N 0.28 -0.84 0.81
Br 1.91 2.19 -0.35
Br 2.76 -1.48 0.00
H -2.83 0.16 -2.30
H -0.76 0.65 1.58
H -1.73 -1.04 1.37
H 1.01 -0.34 -1.17
H 0.69 -1.41 1.75
H 2.91 2.97 -0.74
```

Values from the calculation:
**Total charge**: +1
**Electronic energy**: -145809.5357 eV
**LUMO level**: -4.766 eV
**Energy above the lowest of the compared OMol25 structures with the same formula, charge and spin**: 58.08 kcal/mol

***

# 3
ORCA calculation (wB97M-V/def2-TZVPD) on a cluster of 6 separate species, C30H30N6 in total at a distorted geometry.

The geometry in XYZ format:
```
66
C30H30N6, DFT wB97M-V/def2-TZVPD
N 4.89 -2.85 -2.44
C 4.59 -3.83 -1.54
C 4.29 -3.55 -0.20
C 4.38 -2.23 0.20
C 4.66 -1.23 -0.71
C 4.86 -1.57 -2.03
H 4.66 -4.85 -1.90
H 4.07 -4.25 0.60
H 4.23 -2.02 1.25
H 4.62 -0.18 -0.45
H 5.12 -0.88 -2.82
N -2.97 0.87 3.13
C -1.87 0.25 3.60
C -0.77 0.95 4.08
C -0.71 2.35 3.94
C -1.79 3.00 3.35
C -2.90 2.22 2.93
H -2.01 -0.81 3.74
H 0.02 0.37 4.52
H 0.14 2.79 4.43
H -1.85 4.07 3.23
H -3.67 2.76 2.40
N -0.32 6.77 -1.24
C -0.12 6.69 -2.54
C -0.23 5.50 -3.23
C -0.35 4.32 -2.55
C -0.60 4.33 -1.14
C -0.63 5.61 -0.57
H 0.13 7.59 -3.08
H -0.02 5.40 -4.28
H -0.45 3.42 -3.14
H -0.70 3.43 -0.55
H -0.74 5.57 0.51
N -0.13 0.75 -0.41
C 0.95 0.07 -0.93
C 1.22 -1.29 -0.72
C 0.46 -1.96 0.17
C -0.65 -1.34 0.80
C -0.91 0.03 0.41
H 1.67 0.58 -1.57
H 2.05 -1.70 -1.28
H 0.74 -2.98 0.41
H -1.23 -1.89 1.52
H -1.77 0.50 0.86
N 1.14 -2.79 4.38
C 0.07 -2.85 5.19
C -0.83 -3.88 5.03
C -0.64 -4.78 3.96
C 0.38 -4.58 2.99
C 1.31 -3.61 3.32
H 0.12 -2.21 6.06
H -1.61 -3.97 5.77
H -1.42 -5.52 3.88
H 0.46 -5.28 2.18
H 2.17 -3.31 2.75
N -1.68 -0.68 -4.16
C -2.32 -1.06 -5.28
C -3.26 -0.26 -5.95
C -3.66 0.91 -5.26
C -3.06 1.22 -4.03
C -2.13 0.37 -3.45
H -1.97 -2.00 -5.70
H -3.75 -0.55 -6.87
H -4.54 1.41 -5.66
H -3.38 2.08 -3.45
H -1.79 0.53 -2.44
```

Values from the calculation:
**SMILES**: c1ccncc1.c1ccncc1.c1ccncc1.c1ccncc1.c1ccncc1.c1ccncc1
**Electronic energy**: -40534.3231 eV
**LUMO level**: 0.595 eV
**Energy above the lowest of the compared OMol25 structures with the same formula, charge and spin**: 54.14 kcal/mol

***

# 4
ORCA calculation (wB97M-V/def2-TZVPD) on a structure of composition C50H44IrN2OP2S at a distorted geometry.

The geometry in XYZ format:
```
101
C50H44IrN2OP2S, DFT wB97M-V/def2-TZVPD
Ir 0.37 0.86 -0.27
O -2.59 1.07 -0.92
S -1.67 -0.05 -0.74
C -2.42 -1.13 0.64
C -3.17 -2.22 0.21
C -4.36 -2.63 0.89
C -4.73 -2.00 2.08
C -5.95 -2.08 2.99
C -5.50 -1.42 4.33
C -4.21 -0.75 4.01
C -3.33 0.00 4.78
C -2.13 0.39 4.16
C -1.83 0.15 2.78
P -0.24 0.75 2.21
C 0.95 -0.27 3.12
C 0.51 -1.48 3.71
C 1.38 -2.17 4.55
C 2.68 -1.70 4.74
C 3.11 -0.53 4.14
C 2.28 0.22 3.34
C -0.32 2.40 2.96
C 0.73 2.92 3.78
C 0.69 4.21 4.23
C -0.42 4.98 4.04
C -1.55 4.43 3.42
C -1.47 3.18 2.82
C -2.63 -0.65 2.00
C -3.84 -1.09 2.67
C -1.59 -1.06 -2.19
C -2.85 -0.98 -2.79
C -3.12 -1.55 -4.12
C -2.11 -2.26 -4.68
C -2.10 -3.06 -5.93
C -0.64 -3.54 -6.10
C 0.06 -3.02 -4.89
C 1.40 -3.07 -4.55
C 1.80 -2.30 -3.44
C 0.91 -1.57 -2.63
P 1.64 -0.13 -1.82
C 2.15 0.90 -3.23
C 3.43 0.79 -3.80
C 3.79 1.54 -4.89
C 2.89 2.45 -5.45
C 1.57 2.43 -5.02
C 1.17 1.63 -3.92
C 3.02 -0.91 -0.96
C 2.69 -2.13 -0.31
C 3.58 -2.73 0.55
C 4.89 -2.22 0.68
C 5.28 -1.15 -0.09
C 4.32 -0.43 -0.83
C -0.50 -1.69 -2.87
C -0.86 -2.32 -4.06
H -2.89 -2.75 -0.69
H -5.07 -3.32 0.36
H -6.32 -3.08 3.18
H -6.76 -1.49 2.58
H -5.44 -2.18 5.16
H -6.24 -0.68 4.67
H -3.60 0.25 5.79
H -1.35 0.87 4.74
H -0.48 -1.93 3.51
H 1.09 -3.14 4.99
H 3.37 -2.12 5.52
H 4.10 -0.11 4.35
H 2.57 1.10 2.83
H 1.51 2.25 4.11
H 1.56 4.65 4.72
H -0.48 6.02 4.43
H -2.52 4.94 3.40
H -2.38 2.79 2.37
H -3.59 -0.43 -2.23
H -4.13 -1.38 -4.47
H -2.41 -2.48 -6.79
H -2.83 -3.89 -5.82
H -0.21 -3.19 -7.03
H -0.53 -4.63 -6.22
H 2.14 -3.58 -5.16
H 2.87 -2.33 -3.15
H 4.17 0.09 -3.41
H 4.76 1.42 -5.34
H 3.20 3.15 -6.25
H 0.82 3.05 -5.44
H 0.18 1.65 -3.51
H 1.76 -2.60 -0.58
H 3.29 -3.58 1.17
H 5.57 -2.64 1.42
H 6.36 -0.82 -0.15
H 4.66 0.44 -1.34
N 2.12 2.31 0.10
C 1.72 3.69 0.44
C 0.52 4.08 -0.45
N -0.42 2.93 -0.47
H 2.67 1.83 0.81
H 2.57 2.41 -0.82
H 2.54 4.42 0.29
H 1.47 3.71 1.57
H 0.89 4.33 -1.45
H 0.12 5.01 -0.04
H -1.00 3.01 -1.32
H -1.12 2.94 0.27
```

Values from the calculation:
**Multiplicity**: 6
**Total charge**: +4
**Electronic energy**: -89801.7975 eV
**LUMO level (alpha / beta)**: -10.626 / -13.614 eV
**Energy above the lowest of the compared OMol25 structures with the same formula, charge and spin**: 0.00 kcal/mol

***

# 5
ORCA calculation (wB97M-V/def2-TZVPD) on the molecule C4H3F3O5S2 at a distorted geometry.

The geometry in XYZ format:
```
17
C4H3F3O5S2, DFT wB97M-V/def2-TZVPD
O -0.76 2.37 -2.79
C -1.02 1.56 -2.01
O -2.06 1.46 -1.14
C -1.77 0.39 -0.19
C -0.22 0.34 -0.36
S 0.50 1.90 0.33
S 0.66 -1.26 -0.06
O -0.25 -2.38 -0.06
O 1.61 -1.42 -1.12
C 1.65 -1.27 1.51
F 0.84 -1.34 2.58
F 2.47 -0.24 1.64
F 2.39 -2.37 1.54
O -0.19 0.43 -1.78
H -2.18 0.77 0.76
H -2.31 -0.52 -0.49
H 0.64 1.58 1.65
```

Values from the calculation:
**SMILES**: O=C1OC[C@@](S)(S(=O)(=O)C(F)(F)F)O1
**Electronic energy**: -44254.5257 eV
**LUMO level**: 0.180 eV
**Energy above the lowest of the compared OMol25 structures with the same formula, charge and spin**: 20.25 kcal/mol

***

# 6
ORCA calculation (wB97M-V/def2-TZVPD) on a cluster of 2 separate species, C7H7N2O2S in total at a distorted geometry.

The geometry in XYZ format:
```
19
C7H7N2O2S, DFT wB97M-V/def2-TZVPD
C 2.36 -1.56 -0.19
C 1.06 -2.07 0.01
C 2.49 -0.28 -0.60
C 0.01 -1.29 -0.22
C 1.39 0.59 -0.74
C 0.12 0.12 -0.46
C -3.44 -0.86 0.16
N -0.86 3.08 1.06
N -1.13 0.78 -0.47
O -3.14 -0.89 1.27
O -3.72 -0.91 -0.95
S -1.10 2.40 -0.60
H 3.33 -2.10 -0.03
H 0.89 -2.98 0.55
H 3.50 0.01 -0.98
H -1.06 -1.52 -0.02
H 1.55 1.69 -0.84
H -0.44 2.54 1.71
H -1.80 3.26 1.35
```

Values from the calculation:
**Total charge**: -1
**Electronic energy**: -25283.2925 eV
**LUMO level**: 3.351 eV
**Energy above the lowest of the compared OMol25 structures with the same formula, charge and spin**: 4.09 kcal/mol

***

# 7
ORCA calculation (wB97M-V/def2-TZVPD) on a cluster of 4 separate species, C12H34N2O6 in total at a distorted geometry.

The geometry in XYZ format:
```
54
C12H34N2O6, DFT wB97M-V/def2-TZVPD
C 3.12 3.38 1.66
O 3.60 3.21 2.97
C 2.90 3.84 4.03
C 1.41 4.17 4.03
N 0.69 2.86 3.93
C -0.66 2.88 3.37
C -0.61 2.64 1.84
O 0.14 1.39 1.69
C 0.06 0.94 0.27
H 3.94 3.12 0.99
H 2.82 4.42 1.58
H 2.32 2.66 1.50
H 3.38 4.82 4.14
H 3.15 3.45 5.02
H 1.21 4.83 3.18
H 1.16 4.67 4.96
H 1.23 2.17 3.43
H -1.20 3.70 3.84
H -1.17 2.06 3.87
H 0.01 3.42 1.37
H -1.60 2.59 1.40
H -0.97 0.84 -0.09
H 0.45 -0.07 0.11
H 0.53 1.64 -0.42
C 1.86 -3.68 -5.68
O 1.98 -2.64 -4.73
C 1.80 -3.11 -3.36
C 0.35 -3.52 -3.08
N -0.65 -2.52 -3.27
C -0.98 -1.73 -2.13
C -2.36 -1.08 -2.21
O -3.48 -2.05 -2.07
C -4.64 -1.53 -1.43
H 1.03 -4.37 -5.58
H 2.73 -4.30 -5.49
H 1.97 -3.19 -6.66
H 1.98 -2.43 -2.53
H 2.40 -4.00 -3.15
H 0.36 -3.89 -2.05
H 0.13 -4.42 -3.64
H -1.44 -2.80 -3.83
H -0.40 -0.81 -2.20
H -0.76 -2.15 -1.15
H -2.57 -0.68 -3.20
H -2.40 -0.26 -1.49
H -5.15 -0.80 -2.06
H -4.54 -1.07 -0.44
H -5.40 -2.27 -1.20
O -2.39 -1.00 1.22
H -1.62 -0.95 1.78
H -2.89 -0.22 1.43
O -0.65 -2.64 3.07
H -0.24 -3.49 3.26
H 0.05 -2.00 3.23
```

Values from the calculation:
**SMILES**: COCCNCCOC.COCCNCCOC.O.O
**Electronic energy**: -28255.8008 eV
**LUMO level**: 0.474 eV
**Energy above the lowest of the compared OMol25 structures with the same formula, charge and spin**: 69.16 kcal/mol

***

# 8
ORCA calculation (wB97M-V/def2-TZVPD) on a cluster of 2 separate species, C6H9N2O2 in total at a distorted geometry.

The geometry in XYZ format:
```
19
C6H9N2O2, DFT wB97M-V/def2-TZVPD
C 1.98 -2.08 2.90
C 0.29 -1.10 -0.09
C 1.11 0.00 1.61
C 1.37 -1.34 1.74
N 0.44 0.13 0.44
N 0.82 -2.02 0.69
H 0.11 1.00 0.00
H -0.10 -1.15 -1.10
H 1.27 0.80 2.31
H 2.02 -1.55 3.85
H 2.98 -2.40 2.62
H 1.36 -2.96 3.05
C -0.42 1.78 -2.62
C -1.58 1.43 -1.64
O -1.49 1.99 -0.52
O -2.53 0.78 -2.12
H -0.80 2.65 -3.15
H -0.27 1.02 -3.39
H 0.52 2.00 -2.13
```

Values from the calculation:
**Total charge**: -1
**Electronic energy**: -13445.2523 eV
**LUMO level**: 3.568 eV
**Energy above the lowest of the compared OMol25 structures with the same formula, charge and spin**: 11.78 kcal/mol